[1]
71
Properties=species:S:1:pos:R:3:forces:R:3 method="wB97M-V/def2-TZVPD" homo_energy_ha=-0.3360 total_energy_ev=-83746.256 charge=0 spin_multiplicity=1 de_lowest_kcal_mol=252.0
Mg -3.8618 9.3927 12.3451 2.1 -0.4 -1.3
B -0.9060 7.8422 13.2848 -0.6 1.0 -1.0
H -0.5718 8.7521 12.8108 1.6 3.6 -1.9
H -1.5894 7.3693 12.5966 -2.5 -2.7 -3.4
H -0.1002 7.2494 13.6890 2.7 -2.5 1.5
H -1.5600 8.1414 14.0892 -2.9 1.6 4.3
B -3.4656 10.3689 8.9587 -1.3 -0.4 0.3
H -3.2221 9.3871 9.3342 1.0 -5.0 1.3
H -4.4818 10.3844 8.5965 -3.7 0.1 -1.3
H -3.3661 11.0557 9.7850 0.2 3.8 3.8
H -2.6541 10.6280 8.2964 3.3 0.9 -2.2
C -10.5232 5.1310 9.8364 -0.6 -0.2 0.5
C -9.5896 5.3082 8.6721 0.9 0.5 -0.7
C -8.2032 4.7261 8.9693 -0.1 0.0 0.3
S -8.0191 4.9715 10.7765 1.3 0.0 -0.2
O -7.1217 6.1238 11.0027 -1.2 -1.5 0.0
O -7.7519 3.6634 11.3740 -0.1 1.3 -0.3
C -9.7326 5.4535 11.1293 -0.1 0.2 -0.6
H -10.9857 4.1441 9.8523 0.3 -0.2 0.2
H -11.3529 5.8226 9.6902 0.0 0.1 0.3
H -9.4319 6.3805 8.5565 0.0 0.2 0.0
H -10.0010 5.0098 7.7078 0.0 -0.4 0.1
H -7.4132 5.2409 8.4225 0.0 0.2 0.4
H -8.0400 3.6608 8.8059 -0.5 -0.1 0.1
H -9.6951 6.5320 11.2830 0.0 0.0 0.1
H -10.0823 4.9603 12.0362 0.2 -0.1 -0.2
C -8.5097 15.9672 10.5513 -0.2 0.3 0.2
C -8.1728 15.8963 12.0320 0.0 -0.1 1.0
C -8.9081 14.6505 12.6554 0.2 0.3 -1.3
S -8.7653 13.3562 11.3642 2.5 0.0 -0.2
O -10.0257 12.7139 11.0803 0.1 0.4 0.1
O -7.6085 12.4943 11.6966 -1.4 1.2 -0.5
C -8.2984 14.6071 9.9632 -0.9 -1.7 0.4
H -7.8745 16.6499 9.9868 -0.1 0.3 0.3
H -9.5396 16.3182 10.4861 -0.1 -0.2 -0.4
H -8.4805 16.8033 12.5523 -0.3 0.0 0.0
H -7.0905 15.9036 12.1605 0.1 -0.6 0.2
H -9.9874 14.7972 12.6959 0.0 0.3 0.2
H -8.5398 14.2715 13.6087 0.1 0.0 -0.2
H -8.9909 14.3571 9.1595 0.1 0.0 0.0
H -7.2759 14.4349 9.6269 0.0 -0.2 0.3
C 1.0320 12.4619 17.0971 -1.2 -1.4 0.4
C 1.2304 13.8323 16.5776 1.3 1.9 0.1
C 0.2093 14.1761 15.5145 0.2 -0.9 -0.4
S -1.3235 13.4088 16.1281 0.5 -0.1 -1.4
O -1.8942 12.5928 15.0267 0.7 1.0 2.2
O -2.0859 14.4469 16.7783 -0.5 -0.3 -0.2
C -0.4885 12.4408 17.4230 0.0 -1.3 0.6
H 1.6891 12.2897 17.9496 -0.4 0.1 0.3
H 1.2551 11.6159 16.4470 0.1 0.4 -0.6
H 2.2656 14.0085 16.2856 0.0 -0.1 -0.6
H 1.1643 14.5332 17.4097 -0.5 0.0 0.3
H 0.5203 13.6508 14.6115 -0.4 0.0 -0.2
H 0.0381 15.2285 15.2883 0.0 -0.1 0.3
H -0.9799 11.4699 17.4852 0.3 -0.3 -0.6
H -0.6693 12.7911 18.4392 -0.2 1.0 -0.3
C -7.1875 5.6531 19.3402 0.5 -0.2 0.7
C -8.3419 5.7206 18.3128 1.0 -1.1 -0.6
C -8.5514 7.1692 18.0792 -0.2 2.1 0.6
S -6.9012 7.9863 18.0560 1.2 -2.2 1.7
O -6.8217 9.1519 18.9336 -0.5 -0.8 -1.5
O -6.3765 7.8857 16.7191 -0.3 1.3 -0.9
C -6.0162 6.5762 18.8880 -1.8 0.3 -0.1
H -6.7537 4.6607 19.4631 -0.3 -0.2 -0.2
H -7.5484 5.9226 20.3328 -0.1 0.3 0.0
H -9.2736 5.2274 18.5899 0.1 0.1 0.6
H -8.0484 5.1666 17.4211 0.2 0.2 -0.3
H -9.0206 7.5474 18.9875 0.0 0.3 0.0
H -9.1377 7.5587 17.2469 0.2 -0.4 -0.2
H -5.3913 7.0332 19.6553 -0.1 -0.4 0.1
H -5.4537 6.0001 18.1533 0.2 0.6 -0.1

[2]
61
Properties=species:S:1:pos:R:3:forces:R:3 method="wB97M-V/def2-TZVPD" homo_energy_ha=-0.3607 total_energy_ev=-94350.282 charge=+1 spin_multiplicity=1 de_lowest_kcal_mol=21.2
Br -2.6950 -1.1883 0.0512 0.7 0.2 0.1
C -2.1703 3.5086 2.7911 0.4 0.7 0.1
C -2.3030 3.1452 1.3172 0.1 -0.2 0.3
N -0.9554 3.0760 0.5795 -0.7 -2.1 1.3
C -0.0584 2.0669 1.3004 -0.3 0.2 0.1
C -1.3222 2.3493 -0.6998 -0.7 0.1 -1.7
C -0.2006 2.1291 -1.7149 0.5 0.8 0.3
C -0.3074 4.4202 0.4362 0.3 -0.2 -1.0
C -1.0983 5.4436 -0.3772 -0.7 0.4 0.0
O -1.2466 5.1146 -1.7312 1.1 -0.6 -0.4
C -1.2871 6.2133 -2.6530 -0.4 0.3 1.8
H -1.4484 4.3229 2.8897 0.0 0.0 0.2
H -1.8337 2.7159 3.4581 0.0 -0.3 -0.4
H -3.0775 3.8866 3.2607 -0.3 -0.1 -0.5
H -2.8891 3.8325 0.7119 -0.1 0.2 0.4
H -2.7710 2.1702 1.1821 0.2 -0.1 0.1
H -0.5974 1.1189 1.3258 -0.1 0.0 -0.3
H 0.1626 2.3018 2.3400 0.0 0.6 -0.2
H 0.8564 1.9521 0.7272 0.0 0.1 0.0
H -2.1859 2.8840 -1.1002 0.6 0.6 -0.5
H -1.8427 1.4078 -0.5275 0.6 -0.4 1.1
H -0.5865 1.9549 -2.7169 -0.3 0.1 0.1
H 0.4908 1.3107 -1.5102 -0.3 -0.2 0.4
H 0.4217 3.0251 -1.7670 -0.1 0.0 -0.3
H 0.6520 4.1859 -0.0247 0.0 0.3 -0.2
H -0.0739 4.8579 1.4044 -0.3 -0.3 0.2
H -0.6391 6.4278 -0.2399 0.4 -0.1 -0.1
H -2.1038 5.5866 0.0354 0.0 -0.1 0.3
H -2.2166 6.7340 -2.4060 -0.3 0.1 -0.9
H -1.1833 5.8109 -3.6524 -0.3 0.1 0.0
H -0.5176 6.9549 -2.4181 0.4 -0.3 -0.2
C 1.5123 -1.1432 1.0039 -0.7 -0.6 0.8
C 2.3365 -2.2396 0.3628 0.8 -0.1 -0.1
N 1.5959 -3.4760 -0.1029 -0.1 1.1 1.1
C 0.6236 -3.0504 -1.1829 0.3 -0.6 -0.3
C 2.6263 -4.5202 -0.5188 0.6 1.2 -1.1
C 3.6928 -3.9265 -1.4920 -1.0 -0.9 -0.4
C 0.8442 -4.0337 1.0932 -0.8 0.0 0.6
C 0.2908 -5.4329 0.8859 1.0 -1.3 0.4
O -0.5220 -5.5990 -0.2378 -0.3 0.5 0.5
C -1.7749 -4.9977 0.0132 -2.4 0.9 -1.2
H 1.2285 -1.4000 2.0279 0.4 0.0 0.1
H 0.5213 -0.9908 0.5688 0.2 0.2 -0.6
H 2.0930 -0.2243 1.0270 0.0 0.0 -0.1
H 3.1461 -2.6163 0.9918 -0.3 0.1 0.5
H 2.8935 -1.8387 -0.4818 -0.5 -0.1 -0.3
H 0.5163 -3.9714 -1.7489 -0.7 0.4 -0.3
H 0.9905 -2.2234 -1.7899 0.6 -0.3 0.0
H -0.2930 -2.6385 -0.7555 -0.2 -0.5 0.2
H 2.0874 -5.3415 -0.9829 0.0 0.1 0.0
H 3.1156 -4.8730 0.3861 -0.1 0.0 0.1
H 4.3689 -3.2058 -1.0457 0.1 -0.2 0.1
H 3.2259 -3.5027 -2.3839 -0.2 0.4 0.2
H 4.2381 -4.7568 -1.9419 0.3 -0.1 0.5
H 0.0012 -3.4130 1.4052 0.1 0.5 -0.7
H 1.5032 -3.9774 1.9610 0.3 -0.4 -0.2
H -0.2411 -5.7920 1.7740 -0.1 0.6 0.2
H 1.1069 -6.1608 0.8249 0.0 0.1 -0.3
H -2.4891 -5.4459 0.7126 0.9 -0.7 0.5
H -2.3888 -5.0012 -0.8919 0.5 -0.3 -0.4
H -1.8223 -3.9272 0.2468 0.9 0.0 0.2

[3]
64
Properties=species:S:1:pos:R:3:forces:R:3 method="wB97M-V/def2-TZVPD" homo_energy_ha="-0.5033 / -0.5038" s2=0.761 total_energy_ev=-81104.954 charge=+2 spin_multiplicity=2 de_lowest_kcal_mol=0.0
C -1.5711 4.5672 -0.9058 0.8 0.8 -1.6
C -1.6658 3.3592 -0.1299 -4.0 -1.1 6.4
H -1.9664 5.4361 -0.3337 0.2 -0.8 0.1
H -2.1401 4.4912 -1.8492 0.1 -0.3 0.3
H -0.5295 4.7371 -1.2082 -0.2 0.0 0.0
O -2.1805 2.9676 0.8769 3.0 1.5 -5.3
Cl 0.2881 2.1619 -2.8627 -0.1 0.2 -0.1
Ce 0.1050 0.5772 -0.7794 1.2 -1.3 -1.8
P -2.6846 0.8181 -1.5212 -2.0 -0.7 -1.0
C -3.9863 -0.0510 -0.5492 0.3 0.1 0.3
C -3.8311 1.9098 -2.4438 0.3 0.5 0.1
H -4.5730 1.2492 -2.9147 0.2 0.3 0.1
H -3.3733 -0.5299 -3.4054 0.3 0.0 0.1
H -3.2793 2.4528 -3.2198 -0.2 0.0 0.1
H -1.7203 0.1214 -3.6571 -0.2 -0.1 0.0
H -4.3803 0.6597 0.1870 -0.1 -0.2 -0.1
H -4.3403 2.6079 -1.7669 0.1 -0.1 -0.2
C -2.3966 -0.3552 -2.9362 0.6 0.1 0.2
H -4.7911 -0.3470 -1.2384 0.3 0.1 0.2
H -1.9717 -1.3178 -2.6326 -0.1 0.2 0.0
H -3.6093 -0.9322 -0.0243 -0.1 0.2 0.0
P 1.5061 2.7765 0.4667 1.8 0.9 1.1
C 2.0562 2.5254 2.2139 -0.3 0.0 -0.1
C 2.9831 2.2088 -0.5006 -0.3 -0.4 -0.3
H 1.9033 4.8742 -0.6831 0.0 0.0 0.3
H 2.9412 4.6563 0.7581 -0.3 0.1 -0.1
H 1.2297 5.1589 0.9608 0.2 0.0 -0.1
C 1.9233 4.5511 0.3675 -0.7 0.4 -0.4
H 2.7337 2.1905 -1.5695 0.2 0.1 0.2
H 3.7787 2.9461 -0.3338 -0.2 -0.2 0.0
H 3.0434 3.0019 2.3410 -0.4 -0.3 0.0
H 2.1100 1.4687 2.4859 0.0 0.2 0.0
H 3.3602 1.2247 -0.2060 -0.2 0.2 0.0
H 1.3241 3.0053 2.8769 0.2 0.0 -0.1
C -0.6694 0.8420 1.5929 -2.3 0.4 7.0
O -1.0361 0.9614 2.6951 1.9 -0.6 -5.3
C 3.2741 -3.1217 -0.3177 0.0 0.0 0.3
Si 2.3244 -1.9511 0.8402 -0.2 -1.3 -0.3
C 1.8321 -2.5281 2.5711 0.2 -0.1 0.0
C 3.6525 -0.6846 1.2705 -0.1 0.4 -0.3
C 0.7073 -1.6609 -0.2024 -0.3 0.4 -0.2
Si -0.6511 -2.9724 0.2860 1.0 -0.4 0.2
C -1.5300 -2.5353 1.8948 0.1 0.0 0.1
C -2.0242 -3.2121 -0.9736 0.0 0.2 -0.3
C 0.2126 -4.6624 0.3654 -0.1 -0.1 0.0
H 4.0695 -3.6600 0.2165 -0.1 0.1 -0.1
H 3.7681 -2.4991 -1.0882 -0.2 -0.3 0.2
H 2.6287 -3.8659 -0.8088 0.3 0.3 0.2
H 2.7642 -2.6990 3.1335 -0.3 0.0 -0.1
H 1.2885 -1.7168 3.0837 0.2 -0.2 -0.1
H 1.2305 -3.4444 2.6224 0.2 0.4 0.1
H 4.3275 -1.1448 2.0109 -0.3 0.0 -0.2
H 4.2633 -0.4427 0.3931 0.0 0.1 0.2
H 3.2535 0.2309 1.7140 0.4 -0.1 0.0
H 1.0301 -2.0238 -1.2222 -0.2 0.3 0.4
H -2.2741 -1.7388 1.7336 0.1 -0.2 0.1
H -2.0673 -3.4347 2.2386 0.1 0.3 -0.1
H -0.8512 -2.2298 2.7021 -0.3 -0.1 -0.2
H -2.7276 -2.3701 -1.0116 0.1 -0.4 -0.1
H -2.5989 -4.1132 -0.7101 0.2 0.3 0.0
H -1.6147 -3.3856 -1.9789 -0.2 0.0 0.1
H 0.5593 -4.9513 -0.6425 -0.1 0.1 0.3
H 1.0737 -4.7246 1.0510 -0.4 0.0 -0.4
H -0.5108 -5.4328 0.6772 0.2 0.2 -0.1